--- 1 ---
The following is a quantum chemistry calculation of a single C35H29NO4 molecule, from the Open Molecules 2025 dataset.

The geometry in ORCA input format:
```
! RIJCOSX wB97M-V def2-TZVPD def2/J DEFGRID3
* xyz 0 1
C 1.3930 -0.6454 3.9478
C 2.6648 -0.4206 3.1523
C 3.9554 -0.8010 3.8591
O 2.6027 -1.2309 1.9505
C 1.8148 -0.8579 0.8970
O 1.3640 -1.7112 0.1583
C 1.7039 0.6250 0.6001
C 0.2788 0.9153 0.0987
C -0.8283 0.5095 1.0395
C -1.4025 1.4438 1.9089
C -2.5821 1.1394 2.5822
C -3.1837 -0.1142 2.4013
C -4.4287 -0.4275 3.0482
N -5.4492 -0.6917 3.5556
C -2.5621 -1.0768 1.5941
C -1.3959 -0.7592 0.9088
C 2.8233 0.9491 -0.3826
C 3.8400 1.7759 0.3144
C 5.1363 1.4862 0.5981
C 5.9106 2.5088 1.3558
C 5.7187 3.8770 1.0928
C 6.4165 4.8396 1.8223
C 7.2846 4.4455 2.8486
C 7.4786 3.0867 3.1298
C 6.8016 2.1232 2.3804
C 5.8578 0.2354 0.2324
C 5.2369 -1.0233 0.1684
C 5.9805 -2.1767 -0.1118
C 7.3624 -2.1041 -0.3165
C 8.0006 -0.8577 -0.2522
C 7.2515 0.2882 -0.0047
C 2.1974 1.5953 -1.6227
C 1.7566 0.7590 -2.6617
C 0.7594 1.2127 -3.5238
C 0.2748 2.5171 -3.3936
C 0.8629 3.4006 -2.4860
C 1.8685 2.9494 -1.6172
C 1.8910 1.4520 1.8540
O 1.4078 2.5593 2.0013
O 2.7715 0.9676 2.7854
H 0.5141 -0.3583 3.3561
H 1.3199 -1.7038 4.2205
H 1.4384 -0.0392 4.8578
H 4.8048 -0.6058 3.1964
H 4.0678 -0.2063 4.7715
H 3.9371 -1.8662 4.1159
H 0.2027 1.9933 -0.0836
H 0.1490 0.3917 -0.8560
H -0.9155 2.4081 2.0543
H -3.0378 1.8748 3.2490
H -2.9915 -2.0756 1.4984
H -0.9135 -1.4935 0.2659
H 3.2858 0.0398 -0.7617
H 3.4833 2.7550 0.6475
H 5.0354 4.1722 0.2904
H 6.2691 5.8949 1.5903
H 7.8069 5.1974 3.4375
H 8.1477 2.7651 3.9290
H 6.9502 1.0601 2.5923
H 4.1713 -1.1251 0.3926
H 5.4562 -3.1312 -0.1620
H 7.9378 -3.0080 -0.5296
H 9.0768 -0.7706 -0.3967
H 7.7531 1.2572 0.0142
H 2.1536 -0.2571 -2.7357
H 0.3541 0.5363 -4.2800
H -0.5620 2.8498 -4.0112
H 0.5316 4.4376 -2.4202
H 2.3368 3.6265 -0.9018
*
```

Calculated values
LUMO energy = 0.231 eV

Atomic partial charges in e from the natural (NBO) method, atoms 1 to 5: -0.66, 0.55, -0.63, -0.54, 0.84



--- 2 ---
The following is a quantum chemistry calculation of a 2-piece molecular cluster, C35H29NO4 overall, from the Open Molecules 2025 dataset.

The geometry in ORCA input format:
```
! RIJCOSX wB97M-V def2-TZVPD def2/J DEFGRID3
* xyz 0 1
C -1.2805 -1.6001 3.2683
C -0.1224 -1.3552 2.3127
C 1.2230 -1.7174 2.9465
O -0.2559 -2.1603 1.1215
C -1.3080 -1.8263 0.2860
O -1.7627 -2.6796 -0.4558
C -1.7542 -0.4589 0.3198
C -2.9175 -0.0583 -0.4808
C -4.2274 -0.3746 0.2425
C -4.7710 0.5632 1.1216
C -5.9657 0.2739 1.7802
C -6.5948 -0.9626 1.5807
C -7.8388 -1.2537 2.2453
N -8.8523 -1.4902 2.7849
C -6.0098 -1.9182 0.7399
C -4.8108 -1.6309 0.0882
C -1.0810 0.5038 1.1489
O -1.3397 1.6969 1.1642
O -0.0448 0.0355 1.9334
H -2.2471 -1.3407 2.8149
H -1.2861 -2.6579 3.5617
H -1.1289 -1.0011 4.1754
H 2.0359 -1.5393 2.2376
H 1.3935 -1.1089 3.8391
H 1.2318 -2.7731 3.2313
H -2.8365 1.0234 -0.6405
H -2.8669 -0.6182 -1.4261
H -4.2412 1.5074 1.2822
H -6.4123 1.0116 2.4478
H -6.4886 -2.8871 0.5943
H -4.3033 -2.3728 -0.5349
C 4.6720 3.6196 2.1326
C 4.2872 4.0716 0.8630
C 3.7126 3.1879 -0.0477
C 3.5713 1.8253 0.2900
C 2.9580 0.8717 -0.6406
C 1.7578 1.2237 -1.2827
C 1.1403 0.4751 -2.2675
C -0.0742 0.8579 -2.9277
C -0.6622 -0.0320 -3.8625
C -1.8594 0.2833 -4.4863
C -2.4957 1.5038 -4.2095
C -1.9228 2.4019 -3.2996
C -0.7229 2.0924 -2.6660
C 3.6134 -0.4211 -0.8753
C 2.8926 -1.6303 -0.8217
C 3.5434 -2.8461 -1.0394
C 4.9112 -2.8703 -1.3339
C 5.6419 -1.6747 -1.3860
C 5.0048 -0.4637 -1.1398
C 3.9822 1.3759 1.5647
C 4.5041 2.2748 2.4885
H 5.1038 4.3163 2.8491
H 4.4278 5.1148 0.5771
H 3.4014 3.5156 -1.0435
H 1.3206 2.1804 -0.9800
H 1.6202 -0.4436 -2.6111
H -0.1442 -0.9724 -4.0653
H -2.2980 -0.4230 -5.1929
H -3.4332 1.7544 -4.7058
H -2.4090 3.3550 -3.0809
H -0.2788 2.7979 -1.9624
H 1.8262 -1.5957 -0.5801
H 2.9660 -3.7700 -0.9804
H 5.4128 -3.8199 -1.5173
H 6.7091 -1.6824 -1.6135
H 5.5592 0.4786 -1.1730
H 3.8427 0.3205 1.8167
H 4.7820 1.9163 3.4799
*
```

Calculated values
LUMO energy = -3.048 eV

Atomic partial charges in e from the natural (NBO) method, atoms 1 to 5: -0.67, 0.54, -0.62, -0.56, 0.74



What is the stability order? It is 1, 2, from most stable to least stable.



--- 1 ---
The following is a quantum chemistry calculation of a single C4H8ClN molecule, from the Open Molecules 2025 dataset.

The geometry in ORCA input format:
```
! RIJCOSX wB97M-V def2-TZVPD def2/J DEFGRID3
* xyz 0 1
Cl -2.5836 0.5672 0.3667
C -1.3177 -0.6576 0.8887
C 0.0749 -0.3618 0.3391
C 0.3632 -0.4099 -1.1365
N 1.3107 0.6581 -1.0025
C 0.6615 1.0793 0.2499
H -1.6067 -1.5774 0.4620
H -1.3372 -0.7300 1.9891
H 0.7387 -0.9798 0.9215
H 0.6754 -1.3457 -1.5206
H -0.4635 -0.0265 -1.6786
H 2.2980 0.5108 -0.9515
H 1.3537 1.4619 0.9673
H -0.1676 1.8114 0.1054
*
```

Calculated values
LUMO energy = 0.990 eV

Atomic partial charges in e from the natural (NBO) method, atoms 1 to 5: -0.11, -0.33, -0.25, -0.22, -0.64



--- 2 ---
The following is a quantum chemistry calculation of a single C4H8ClN molecule, from the Open Molecules 2025 dataset.

The geometry in ORCA input format:
```
! RIJCOSX wB97M-V def2-TZVPD def2/J DEFGRID3
* xyz 0 1
H -3.1952 -0.2696 0.5527
N -2.3126 0.0819 0.4549
C -1.2729 -0.5712 0.6117
Cl -1.0488 -2.2287 0.9587
C 0.3967 0.2235 0.3290
C 0.1541 1.3510 -0.5885
C 1.3867 -0.8200 -0.1610
H 0.8345 0.6829 1.1703
H 0.1633 1.1663 -1.5940
H -0.8256 1.7845 -0.4001
H 0.9431 2.0378 -0.4016
H 2.3724 -0.5139 -0.1269
H 1.2502 -1.0497 -1.1666
H 1.1542 -1.8747 0.3615
*
```

Calculated values
LUMO energy = 0.909 eV

Atomic partial charges in e from the natural (NBO) method, atoms 1 to 5: 0.37, -0.66, 0.27, -0.01, -0.19



--- 3 ---
The following is a quantum chemistry calculation of a single C4H8ClN molecule, from the Open Molecules 2025 dataset.

The geometry in ORCA input format:
```
! RIJCOSX wB97M-V def2-TZVPD def2/J DEFGRID3
* xyz 0 1
C 1.9093 0.4485 0.9786
C 0.6768 0.4474 0.7900
C -0.0341 0.8120 -0.4593
Cl 1.1910 1.5827 -1.4741
C -0.9564 -0.1772 -0.9460
N -1.6319 -1.0785 0.1363
H 2.7786 0.7624 0.3795
H 2.0545 0.1588 2.1924
H 0.1291 -0.1507 1.5135
H -0.6692 1.4969 0.0489
H -1.8805 0.1861 -1.5842
H -0.4823 -0.9237 -1.9180
H -1.0886 -1.7334 0.8313
H -1.9965 -1.8313 -0.4888
*
```

Calculated values
LUMO energy = 0.956 eV

Atomic partial charges in e from the natural (NBO) method, atoms 1 to 5: -0.37, -0.22, -0.31, -0.02, -0.20



What is the stability order? It is 1, 2, 3, from most stable to least stable.



--- 1 ---
The following is a quantum chemistry calculation of a single C4H8ClN molecule, from the Open Molecules 2025 dataset.

The geometry in ORCA input format:
```
! RIJCOSX wB97M-V def2-TZVPD def2/J DEFGRID3
* xyz 0 1
C 0.3738 -0.6486 -1.1451
C -0.2294 0.6756 -0.9181
C 0.0793 0.5479 0.6484
C -0.9298 -0.3514 1.2501
N 1.1685 0.7344 1.3093
Cl 2.2413 1.7803 0.5723
H -0.2821 -1.4329 -1.3947
H 0.8806 -0.9297 -0.2475
H 1.3369 -0.6413 -1.7664
H -1.2980 0.6609 -0.8952
H 0.1706 1.3936 -1.6359
H -0.3840 -1.2122 1.7764
H -1.6050 -0.8224 0.5415
H -1.5226 0.2456 1.9048
*
```

Calculated values
LUMO energy = 0.994 eV

Atomic partial charges in e from the natural (NBO) method, atoms 1 to 5: -0.63, -0.47, 0.33, -0.68, -0.48



--- 2 ---
The following is a quantum chemistry calculation of a single C4H8ClN molecule, from the Open Molecules 2025 dataset.

The geometry in ORCA input format:
```
! RIJCOSX wB97M-V def2-TZVPD def2/J DEFGRID3
* xyz 0 1
C -0.3927 1.1488 -0.7867
C -0.1899 1.9499 0.4455
C -0.9549 -0.2931 -0.3083
C 1.1569 -1.5028 0.0433
N -0.1943 -1.1924 0.4064
Cl -2.5956 -0.2541 0.1202
H -1.0473 1.6053 -1.5432
H 0.6302 0.9335 -1.1932
H 0.7555 2.0623 1.0366
H -1.0759 2.4129 0.8105
H 1.6396 -2.2460 0.9054
H 1.0675 -2.1812 -0.8091
H 1.7710 -0.6006 -0.2652
H -0.5700 -1.8425 1.1378
*
```

Calculated values
LUMO energy (alpha / beta) = 0.760 / 0.479 eV

Atomic partial charges in e from the natural (NBO) method, atoms 1 to 5: -0.51, -0.35, 0.10, -0.41, -0.64



What is the stability order? It is 1, 2, from most stable to least stable.



--- 1 ---
The following is a quantum chemistry calculation of a single C8H6N2O2 molecule, from the Open Molecules 2025 dataset.

The geometry in ORCA input format:
```
! RIJCOSX wB97M-V def2-TZVPD def2/J DEFGRID3
* xyz 0 1
O 1.7932 -2.1951 0.2669
C 1.0816 -1.2454 0.1970
C -0.3574 -1.0589 0.0785
N -1.3865 -1.8582 -0.0350
C -2.5850 -1.3650 -0.1957
C -2.8728 0.0041 -0.1794
C -1.8437 0.9105 -0.1416
C -0.5868 0.3846 -0.0855
N 0.5616 1.0485 -0.0964
C 1.7111 0.1983 -0.0378
C 3.0269 0.6223 0.4439
O 2.7781 0.3537 -0.8847
H -3.3515 -2.0519 -0.3255
H -3.9418 0.4124 -0.2796
H -1.8687 1.9278 -0.1613
H 0.6352 2.1109 -0.2194
H 3.3247 1.7154 0.6179
H 3.8816 0.0860 1.0375
*
```

Calculated values
LUMO energy = -0.434 eV

Atomic partial charges in e from the natural (NBO) method, atoms 1 to 5: -0.47, 0.53, -0.01, -0.33, -0.03



--- 2 ---
The following is a quantum chemistry calculation of a single C8H6N2O2 molecule, from the Open Molecules 2025 dataset.

The geometry in ORCA input format:
```
! RIJCOSX wB97M-V def2-TZVPD def2/J DEFGRID3
* xyz 0 1
O -1.6363 -2.2474 0.9174
C -1.3221 -1.0290 0.7145
N -1.9324 -0.0881 1.5188
N -2.1597 1.2554 1.4496
C -1.0462 1.7791 1.3993
O 0.1542 0.8450 1.7525
C 0.4770 0.5433 0.3093
C 1.6271 0.8181 -0.3225
C 1.9589 0.1282 -1.5292
C 1.2176 -0.8789 -2.1365
C 0.2107 -1.4071 -1.2781
C -0.1173 -0.5497 -0.1629
H -2.5473 -0.5691 2.3495
H -0.8542 2.8792 1.1798
H 2.0971 1.7670 0.2231
H 2.8419 0.4328 -2.0910
H 1.4860 -1.4492 -2.9389
H -0.4550 -2.2296 -1.3547
*
```

Calculated values
LUMO energy = 0.313 eV

Atomic partial charges in e from the natural (NBO) method, atoms 1 to 5: -0.62, 0.65, -0.47, -0.26, 0.35



What is the stability order? It is 1, 2, from most stable to least stable.